[1]
{
  "formula": "C5H11NO3",
  "method": "wB97M-V/def2-TZVPD",
  "charge": 0,
  "homo_ha": [-0.2781, -0.2780],
  "species": ["C", "C", "C", "O", "H", "H", "H", "H", "H", "H", "C", "N", "C", "O", "O", "H", "H", "H", "H", "H"],
  "xyz": [[0.6355, -1.3029, 1.0197], [2.0430, 0.1407, -0.4750], [0.6943, -0.5568, -0.3161], [0.2693, -1.2138, -1.3718], [2.2340, 0.8405, 0.3410], [1.3931, -2.0889, 0.9890], [-0.3285, -1.7869, 1.1756], [0.8715, -0.6519, 1.8651], [2.0842, 0.6748, -1.4242], [2.8233, -0.6246, -0.4966], [-0.6481, 0.8776, -0.2307], [-0.6060, 1.5968, 0.9836], [-1.7375, -0.0025, -0.5165], [-0.3778, 1.7230, -1.3110], [-2.4113, -0.5684, 0.4658], [-0.0977, 1.1371, -2.0365], [-2.8305, -1.3886, 0.1570], [-0.9170, 1.0436, 1.7719], [-1.1193, 2.4702, 0.9326], [-1.9747, -0.3195, -1.5229]],
  "forces_ev_per_angstrom": [[-0.493, 0.551, 0.148], [-0.488, 0.814, 0.006], [0.299, -3.074, -2.205], [1.113, 0.974, 1.237], [0.098, -0.010, -0.038], [-0.018, 0.089, -0.176], [0.013, 0.021, 0.004], [-0.057, -0.030, 0.008], [0.005, -0.002, 0.054], [-0.223, -0.067, 0.111], [-2.656, 0.616, -0.481], [0.546, -0.106, 0.421], [0.752, 0.774, 0.988], [0.561, -0.488, -0.010], [0.072, -0.212, -0.119], [0.099, 0.147, 0.090], [0.017, 0.242, 0.089], [0.012, 0.084, -0.088], [0.005, -0.117, -0.049], [0.346, -0.206, 0.010]],
  "mulliken_charge": [-1.57, -1.42, 1.31, -0.80, 0.34, 0.46, 0.31, 0.34, 0.26, 0.45, 0.56, -0.57, -0.23, -0.63, -0.43, 0.40, 0.41, 0.24, 0.27, 0.31]
}

---

[2]
{
  "formula": "C4H4BrN",
  "method": "wB97M-V/def2-TZVPD",
  "s_squared": 2.019,
  "charge": 0,
  "homo_ha": [-0.2674, -0.3718],
  "multiplicity": 3,
  "species": ["C", "C", "C", "C", "N", "Br", "H", "H", "H", "H"],
  "xyz": [[2.1385, 1.4887, 0.0804], [0.1153, 0.9840, -0.3684], [-0.1285, -0.2176, 0.0229], [-1.3675, -0.9823, -0.0144], [3.2474, 1.5266, 0.3469], [1.4054, -1.2243, 0.8469], [-0.3079, 1.8805, -0.7568], [-1.6664, -1.0449, -1.0715], [-1.2602, -1.9364, 0.3542], [-2.1761, -0.4743, 0.5597]],
  "forces_ev_per_angstrom": [[-2.723, -0.051, -0.733], [2.030, 1.906, 0.039], [-0.189, -1.083, 0.620], [-1.258, 1.532, -0.780], [1.989, 0.233, 0.415], [-0.183, -0.301, 0.005], [-0.236, 0.100, -0.211], [-0.203, 0.030, 0.272], [0.245, -2.219, 0.857], [0.528, -0.148, -0.483]],
  "mulliken_charge": [-0.08, -0.09, 0.28, -1.08, -0.41, -0.03, 0.40, 0.30, 0.43, 0.28]
}

---

[3]
{
  "formula": "C3H6N3S",
  "method": "wB97M-V/def2-TZVPD",
  "smiles": "N=[N+]=S1#CNCC1",
  "charge": 1,
  "homo_ha": [-0.4895, -0.4895],
  "species": ["C", "C", "C", "N", "N", "N", "S", "H", "H", "H", "H", "H", "H"],
  "xyz": [[0.6912, 1.6501, 0.0793], [0.7924, -0.2913, -1.3502], [0.4976, -0.9820, -0.0208], [-2.6363, 0.1604, 2.1603], [-2.0115, -0.0399, 1.2280], [0.9924, 1.1136, -1.0391], [0.0487, 0.3375, 1.1682], [1.6930, -0.6891, -1.8221], [-0.0422, -0.3863, -2.0525], [-0.3079, -1.7092, -0.0723], [1.3896, -1.4532, 0.3953], [-2.5000, 0.5760, 3.0823], [1.3930, 1.7135, -1.7563]],
  "forces_ev_per_angstrom": [[-0.656, 1.415, 1.067], [-0.299, -0.735, -0.272], [-0.035, -0.113, 0.336], [-0.398, -0.048, 0.267], [-0.947, -0.465, -1.099], [0.217, -0.134, -0.370], [1.872, -0.030, -0.277], [-0.118, -0.033, 0.074], [0.139, 0.001, 0.059], [-0.028, -0.082, -0.078], [-0.143, -0.053, -0.051], [0.409, 0.300, 0.237], [-0.012, -0.024, 0.108]],
  "mulliken_charge": [-0.11, -0.52, -0.44, -0.17, 0.23, -0.04, 0.10, 0.31, 0.28, 0.38, 0.38, 0.35, 0.25]
}

---

[4]
{
  "formula": "C2H9NS2",
  "method": "wB97M-V/def2-TZVPD",
  "smiles": "CCN.SS",
  "charge": 0,
  "homo_ha": -0.3185,
  "species": ["S", "S", "H", "H", "C", "C", "N", "H", "H", "H", "H", "H", "H", "H"],
  "xyz": [[0.3373, 2.8923, -4.0358], [-1.5953, 2.0827, -3.9686], [1.0255, 1.9180, -4.6465], [-1.5220, 1.0730, -4.8462], [1.2317, -0.6045, 1.4975], [-0.1971, -1.2110, 1.4170], [-1.1463, -0.7634, 2.4144], [1.2379, 0.1544, 2.2845], [1.9149, -1.3755, 1.8529], [1.5428, -0.2015, 0.5338], [-0.6168, -1.0087, 0.4278], [-0.1096, -2.2943, 1.4682], [-0.7436, -0.8829, 3.3442], [-1.3593, 0.2215, 2.2570]],
  "forces_ev_per_angstrom": [[0.159, 0.200, -0.216], [-0.211, -0.187, 0.254], [-0.201, -0.190, 0.127], [0.255, 0.174, -0.159], [-0.621, -0.386, 0.515], [0.478, 0.012, -0.607], [-0.067, 0.135, 0.192], [0.071, 0.263, -0.343], [0.273, 0.050, -0.286], [0.217, 0.046, 0.208], [-0.075, 0.054, 0.112], [-0.119, -0.136, 0.105], [-0.259, 0.250, -0.234], [0.100, -0.283, 0.333]],
  "mulliken_charge": [-0.15, -0.15, 0.15, 0.15, -0.90, -0.36, -0.63, 0.29, 0.26, 0.26, 0.30, 0.30, 0.23, 0.24]
}

---

[5]
{
  "formula": "C29H41Cl2N5OP2Pt",
  "method": "wB97M-V/def2-TZVPD",
  "charge": 2,
  "homo_ha": -0.4574,
  "species": ["Pt", "C", "P", "C", "N", "C", "C", "C", "C", "C", "C", "N", "C", "P", "C", "C", "C", "C", "C", "C", "C", "C", "C", "H", "H", "H", "H", "H", "H", "H", "H", "H", "H", "H", "H", "H", "H", "H", "H", "H", "H", "H", "H", "H", "H", "H", "H", "H", "H", "H", "H", "Cl", "C", "C", "C", "Cl", "C", "C", "C", "C", "N", "C", "C", "O", "H", "H", "H", "H", "N", "C", "C", "N", "H", "H", "H", "H", "H", "H", "H", "H", "H"],
  "xyz": [[-0.1506, 0.5463, -0.0573], [1.4967, -2.2461, 0.7119], [-0.1899, -1.6822, 0.3510], [-1.0053, -1.9727, 1.9599], [-1.1495, -3.1857, 2.4323], [-1.6164, -3.3045, 3.6956], [-1.8171, -4.5933, 4.2475], [-2.2572, -4.7109, 5.5305], [-2.5108, -3.5607, 6.3239], [-2.3264, -2.3087, 5.8216], [-1.8806, -2.1534, 4.4871], [-1.7145, -0.9111, 3.9766], [-1.3095, -0.8279, 2.7326], [-1.1487, 0.8115, 1.9453], [-0.3357, 1.7748, 3.2460], [-2.8976, 1.4219, 1.7723], [-2.9375, 2.6901, 0.9193], [-3.4967, 1.7244, 3.1492], [-3.7014, 0.3204, 1.0736], [-0.9038, -2.7828, -0.9489], [-2.2807, -2.2195, -1.3128], [0.0197, -2.7518, -2.1727], [-1.0382, -4.2319, -0.4706], [1.4786, -3.2802, 1.0561], [1.9106, -1.6112, 1.4941], [2.1206, -2.1578, -0.1765], [-1.6106, -5.4556, 3.6285], [-2.4153, -5.6910, 5.9596], [-2.8553, -3.6893, 7.3411], [-2.5149, -1.4197, 6.4080], [-0.8067, 1.5215, 4.1959], [-0.4271, 2.8491, 3.0946], [0.7185, 1.5031, 3.2785], [-2.3720, 3.5089, 1.3702], [-3.9743, 3.0235, 0.8496], [-2.5709, 2.5162, -0.0922], [-2.9981, 2.5671, 3.6312], [-3.4510, 0.8684, 3.8196], [-4.5457, 1.9970, 3.0175], [-3.2507, 0.0334, 0.1225], [-4.7046, 0.6969, 0.8655], [-3.8068, -0.5680, 1.6989], [-2.2072, -1.2007, -1.6991], [-2.9582, -2.2269, -0.4564], [-2.7263, -2.8439, -2.0893], [0.1519, -1.7499, -2.5741], [-0.4345, -3.3774, -2.9441], [0.9972, -3.1815, -1.9440], [-1.7142, -4.3370, 0.3723], [-0.0753, -4.6609, -0.1895], [-1.4283, -4.8166, -1.3061], [1.2786, 0.0728, -4.8569], [1.0231, 1.5386, -3.9671], [1.2213, 2.7728, -4.6087], [1.1004, 3.9444, -3.9188], [1.3661, 5.4489, -4.7274], [0.7623, 3.9309, -2.5418], [0.6768, 5.0796, -1.7260], [0.4057, 4.9397, -0.3954], [0.1733, 3.6608, 0.1289], [0.2001, 2.5689, -0.6055], [0.5246, 2.6834, -1.9345], [0.6599, 1.4501, -2.6356], [0.4947, 0.3175, -2.0036], [1.4716, 2.7864, -5.6608], [0.8399, 6.0557, -2.1620], [0.3541, 5.7955, 0.2618], [-0.0494, 3.5405, 1.1775], [6.7014, 0.7072, -4.6940], [5.2402, 0.7567, -4.2860], [5.0911, 0.5760, -2.7734], [3.7158, 0.6022, -2.3434], [6.8192, 0.8326, -5.7014], [7.1218, -0.1899, -4.4417], [7.2388, 1.4396, -4.2248], [4.7327, -0.0330, -4.8375], [4.8563, 1.7204, -4.6171], [5.6427, 1.3653, -2.2540], [5.5414, -0.3758, -2.4759], [3.1496, -0.1334, -2.7502], [3.2686, 1.4821, -2.5711]],
  "forces_ev_per_angstrom": [[-0.057, 0.107, 0.008], [-0.014, -0.025, -0.094], [0.077, -0.056, -0.017], [-0.014, 0.141, 0.035], [0.076, 0.024, 0.016], [-0.011, -0.018, 0.036], [0.007, 0.015, -0.010], [-0.003, 0.003, 0.008], [-0.001, -0.010, 0.004], [0.004, 0.007, -0.006], [-0.006, 0.013, -0.004], [0.007, -0.022, -0.054], [-0.030, -0.029, -0.021], [-0.129, -0.078, -0.046], [-0.016, 0.042, 0.007], [-0.019, -0.054, 0.104], [0.066, 0.042, 0.014], [0.024, 0.009, 0.024], [-0.022, 0.023, 0.029], [-0.088, 0.043, -0.005], [-0.003, -0.019, -0.017], [0.010, -0.035, -0.019], [0.033, 0.005, 0.012], [-0.008, -0.004, -0.008], [0.014, -0.014, 0.021], [-0.014, 0.025, 0.010], [0.000, 0.002, -0.002], [0.001, 0.001, 0.001], [-0.001, 0.001, -0.001], [-0.003, 0.000, -0.001], [0.025, -0.021, -0.004], [-0.017, -0.007, -0.035], [0.017, 0.021, 0.020], [-0.003, -0.014, -0.006], [-0.002, -0.005, -0.011], [0.016, 0.000, -0.033], [-0.013, -0.006, -0.008], [-0.003, -0.023, 0.005], [0.003, 0.001, -0.008], [0.003, 0.018, -0.013], [-0.004, -0.005, 0.011], [0.013, -0.004, -0.006], [0.005, -0.006, -0.006], [-0.002, -0.009, 0.005], [0.008, -0.002, 0.001], [0.003, -0.002, 0.021], [0.004, 0.007, -0.002], [-0.009, -0.002, -0.015], [-0.031, 0.002, -0.017], [-0.004, -0.002, 0.011], [0.006, -0.009, 0.002], [-0.027, 0.030, -0.013], [-0.025, -0.052, 0.016], [0.009, -0.010, -0.020], [-0.017, 0.022, -0.007], [0.007, 0.009, 0.005], [0.010, -0.005, 0.011], [-0.006, 0.005, -0.034], [-0.016, 0.004, 0.034], [-0.055, 0.002, 0.028], [0.033, 0.051, -0.074], [0.015, -0.091, 0.042], [0.014, 0.090, -0.046], [0.076, -0.095, 0.093], [-0.003, 0.000, 0.000], [0.007, -0.002, 0.004], [0.003, -0.001, 0.000], [-0.001, -0.015, -0.009], [-0.009, 0.002, 0.004], [0.016, -0.010, -0.003], [-0.016, -0.080, -0.122], [0.051, 0.103, 0.042], [-0.001, -0.001, 0.000], [0.002, 0.000, 0.001], [0.001, 0.000, 0.000], [-0.002, 0.003, -0.001], [0.002, 0.003, 0.001], [-0.007, 0.002, 0.000], [-0.002, 0.000, 0.005], [0.042, -0.051, 0.028], [0.002, 0.016, 0.081]],
  "mulliken_charge": [1.09, -1.50, 0.69, 0.19, -0.30, 0.24, -0.43, -0.57, -0.58, -0.54, 0.14, -0.20, -0.15, 0.44, -1.59, 1.59, -1.76, -1.72, -1.81, 2.00, -1.68, -1.88, -1.76, 0.44, 0.46, 0.42, 0.49, 0.42, 0.42, 0.49, 0.50, 0.42, 0.40, 0.35, 0.56, 0.29, 0.37, 0.32, 0.49, 0.22, 0.62, 0.40, 0.21, 0.31, 0.60, 0.26, 0.54, 0.38, 0.39, 0.34, 0.50, -0.18, 1.25, -0.62, 0.57, -0.23, 0.10, -0.78, -1.10, 0.22, -0.26, 0.54, -1.26, -0.53, 0.55, 0.46, 0.47, 0.25, -0.25, -0.47, -0.91, -0.31, 0.37, 0.36, 0.36, 0.33, 0.33, 0.47, 0.49, 0.17, 0.09]
}

---

[6]
{
  "formula": "C17H24ClN3O2",
  "method": "wB97M-V/def2-TZVPD",
  "charge": 0,
  "homo_ha": -0.2988,
  "species": ["C", "H", "C", "C", "H", "H", "C", "N", "C", "O", "C", "C", "C", "C", "C", "O", "N", "N", "C", "C", "C", "C", "C", "C", "C", "H", "H", "Cl", "H", "H", "H", "H", "H", "H", "H", "H", "H", "H", "H", "H", "H", "H", "H", "H", "H", "H", "H"],
  "xyz": [[-8.0939, -1.2461, -1.1132], [-8.4443, -0.5464, -0.5124], [-6.6889, -0.5927, -1.7935], [-5.7766, -0.4163, -0.6942], [-6.2262, 0.1664, -0.1225], [-5.6738, -1.3873, -0.0586], [-4.6191, 0.0464, -1.0753], [-3.5927, 0.4971, -0.3280], [-3.1870, 1.7532, -0.0382], [-3.4514, 2.6547, -0.5832], [-2.1871, 1.9877, 1.2137], [-0.8850, 1.3140, 0.6461], [0.2469, 1.0005, 1.7845], [1.5618, 0.6225, 1.5131], [1.3870, -0.9661, 1.1199], [0.3313, -1.6413, 1.5722], [2.5698, -1.7214, 0.8330], [3.6293, -0.9463, 0.6234], [4.7969, -1.4092, 0.0528], [5.9049, -0.7804, -0.0370], [6.0057, 0.5476, -0.0540], [7.1223, 1.2950, -0.0698], [8.3243, 0.5847, -0.6277], [8.1724, -0.8493, -0.7067], [7.0397, -1.3706, -0.8581], [7.0498, -2.5851, -0.7787], [9.1004, -1.6379, -1.2389], [9.8567, 1.4392, -1.0447], [7.2517, 2.2283, 0.0332], [5.2284, 1.0597, 0.4645], [4.6849, -2.4878, -0.1107], [2.4566, -2.5950, 0.4938], [1.9535, 1.0263, 0.5791], [2.2810, 0.5458, 2.2238], [-0.2318, 0.5433, 2.7283], [0.4590, 2.4003, 2.2859], [-0.3607, 1.8336, -0.2406], [-0.9212, 0.2220, 0.6415], [-2.5231, 1.2643, 2.0645], [-2.1263, 2.9595, 1.5872], [-3.1710, -0.3649, 0.5285], [-4.8574, 1.1839, -1.5306], [-4.1916, -0.5891, -1.9145], [-6.4671, -1.5415, -2.4429], [-7.1653, 0.2961, -2.3897], [-8.6986, -1.5154, -2.0077], [-7.8738, -2.2821, -0.6173]],
  "forces_ev_per_angstrom": [[3.794, -4.251, -4.200], [-2.225, 2.797, 2.883], [-5.577, -4.058, -2.149], [-2.812, -8.465, 1.074], [-3.833, 5.410, 5.708], [-0.250, 1.006, -1.131], [6.648, 6.271, -8.329], [4.488, -5.306, 7.617], [4.393, -8.983, 9.463], [-4.449, 12.529, -8.699], [-0.108, -6.347, -0.960], [3.121, -0.392, 2.158], [-4.258, 8.276, 4.375], [-0.044, -4.561, -5.556], [-2.761, -3.676, 4.433], [4.860, 3.230, -3.184], [-1.565, 5.134, 0.932], [4.752, 0.344, -1.847], [-12.589, -5.310, 3.688], [8.315, 1.736, -6.117], [-1.584, 2.886, 3.837], [5.472, -7.803, -4.449], [-1.717, 0.620, 1.978], [10.276, 2.321, -4.204], [-7.905, -6.956, 5.086], [-0.367, 2.841, -1.004], [-2.309, 3.047, 1.967], [-1.649, -1.011, 0.679], [0.184, 6.944, 1.020], [-1.209, 0.478, -0.140], [0.764, 0.032, -0.503], [-0.246, -3.722, -1.317], [0.257, 0.551, 0.296], [1.950, 0.380, 2.383], [0.743, 0.503, -1.774], [-0.466, -3.633, -0.949], [-1.127, -1.010, 1.272], [-1.563, -0.094, -1.969], [0.519, 1.378, -1.164], [0.108, 1.654, -0.020], [-1.548, 3.601, -3.395], [0.248, -2.706, -0.135], [-0.444, 0.674, 0.457], [0.319, 2.352, 0.445], [1.815, -1.408, 1.052], [-0.188, 0.557, 0.912], [-0.235, 2.141, -0.518]],
  "mulliken_charge": [-1.34, 0.51, -0.26, -0.65, 0.39, 0.25, -0.62, 0.00, 0.49, -0.44, -0.87, -0.27, -0.50, -0.69, 0.31, -0.65, -0.29, 0.10, -0.67, 0.90, -0.32, -0.89, 0.29, -0.14, -0.52, 0.20, 0.20, -0.19, 0.65, 0.31, 0.31, 0.27, 0.33, 0.50, 0.24, 0.23, 0.13, 0.19, 0.26, 0.47, 0.28, 0.20, 0.12, 0.24, 0.30, 0.36, 0.30]
}

---

[7]
{
  "formula": "C3H10N2O",
  "method": "wB97M-V/def2-TZVPD",
  "smiles": "C=CO.NCN",
  "charge": 0,
  "homo_ha": -0.3364,
  "species": ["C", "C", "O", "H", "H", "H", "H", "N", "C", "N", "H", "H", "H", "H", "H", "H"],
  "xyz": [[0.7202, -3.2340, 3.0055], [-0.1475, -4.1814, 2.6603], [-1.0351, -4.3069, 1.6762], [1.2572, -3.2367, 3.9375], [0.5952, -2.2954, 2.4435], [-0.2816, -4.8668, 3.5098], [-0.8880, -3.6654, 0.9802], [0.0613, 3.0389, -3.3304], [-0.5056, 2.5553, -2.0757], [0.1609, 3.0892, -0.8786], [-0.3227, 3.9581, -3.5304], [1.0407, 3.2640, -3.2060], [-0.3320, 1.4811, -1.9987], [-1.5777, 2.7345, -2.0509], [1.1436, 3.2163, -1.0464], [0.1110, 2.4490, -0.0959]],
  "forces_ev_per_angstrom": [[-1.216, 1.428, -1.706], [0.599, -0.397, 3.236], [-0.205, -0.243, -0.368], [0.025, -0.194, -0.034], [0.918, -0.198, 0.131], [-0.257, -0.745, -1.091], [0.135, 0.347, -0.170], [-0.393, 0.680, 0.365], [1.110, -0.884, 0.328], [-0.396, 0.881, 0.302], [-0.276, -0.102, -0.077], [0.274, -0.461, 0.021], [-0.400, -0.318, -0.667], [0.004, 0.182, -0.004], [0.319, 0.066, -0.214], [-0.241, -0.044, -0.054]],
  "mulliken_charge": [-0.67, 0.15, -0.46, 0.26, 0.17, 0.25, 0.30, -0.59, -0.20, -0.64, 0.25, 0.22, 0.27, 0.26, 0.20, 0.23]
}

---

[8]
{
  "formula": "C2H2N2O2",
  "method": "wB97M-V/def2-TZVPD",
  "charge": 0,
  "homo_ha": -0.3639,
  "species": ["O", "C", "N", "O", "C", "N", "H", "H"],
  "xyz": [[1.7934, 0.1284, 0.4476], [0.6832, -0.1288, -0.2049], [0.0905, -1.2919, -0.2065], [-1.1646, -0.6809, 0.2436], [-1.1955, 0.5760, -0.2569], [-0.0461, 1.0003, -0.6370], [2.0934, -0.6876, 0.8768], [-2.1752, 1.0548, -0.2664]],
  "forces_ev_per_angstrom": [[1.298, -0.090, -1.022], [0.982, 0.730, -0.557], [-0.056, 1.381, 2.152], [-2.586, -0.716, -1.928], [-0.054, -0.809, 0.303], [0.024, -0.490, 1.176], [-0.056, 0.018, -0.114], [0.448, -0.024, -0.009]],
  "mulliken_charge": [-0.44, 0.68, -0.42, -0.19, 0.09, -0.46, 0.37, 0.37]
}

---

It is found that the energy above the lowest of the compared OMol25 structures with the same formula, charge and spin values, taken in the order of the records, are 96.2; 57.9; 96.0; 22.3; 0.0; 383.3; 54.7; 78.8 kcal per mole.